Here is a structure of composition C28H42BrN3P2Pt at a distorted geometry from OMol25. Energies are from the ωB97M-V functional and the def2-TZVPD basis.

Geometry as XYZ:
```
77
Properties=species:S:1:pos:R:3:forces:R:3
C -0.586281 6.402558 -6.231185 -0.402 -0.628 -0.355
C -0.841696 5.111382 -6.764336 0.086 -0.028 -0.536
C -1.071876 5.038459 -8.143438 -0.145 0.342 0.607
C -1.195335 6.214048 -8.895407 -0.210 0.274 -1.436
N -1.032095 7.397167 -8.331381 0.446 -2.597 2.163
C -0.720211 7.540554 -7.041988 0.137 0.932 0.219
C -0.916396 3.917663 -5.888492 -0.613 0.681 2.662
C -1.168238 3.409955 -4.773197 0.234 2.712 -3.684
C -1.228560 3.136955 -3.413767 -0.245 -0.291 -1.194
C 0.054117 3.193773 -2.821448 0.351 -0.597 0.501
C 0.323141 2.161757 -1.930810 -0.633 2.093 -0.050
C -0.776810 1.294419 -1.553385 0.519 2.126 -0.764
C -2.103672 1.812927 -1.678083 -0.533 -0.182 -0.928
C -2.376231 2.635342 -2.753693 0.305 0.018 1.014
Pt 0.196657 0.152704 -2.977040 0.678 -2.369 0.767
P 2.296762 -1.176467 -1.937163 2.239 -0.649 -0.405
H -1.201204 4.080504 -8.619158 -0.119 0.047 -0.329
H -0.335161 6.514499 -5.181342 -0.071 0.297 -0.206
H -1.434798 6.168372 -9.963554 0.089 0.093 0.250
H -0.579343 8.542571 -6.615971 -0.051 -0.303 -0.327
H -3.380381 2.960864 -3.064221 0.472 -0.369 0.132
H 0.724367 4.022287 -3.110133 -0.046 -0.945 0.026
H -2.865438 1.424410 -1.014527 -0.245 0.104 -0.268
H 1.224530 2.208252 -1.365827 0.612 -0.444 0.051
C 2.512240 -2.735279 -0.880127 -1.217 -0.299 0.518
C 3.479797 -3.843788 -1.334098 0.131 0.026 -0.542
H 1.509389 -3.175117 -0.763597 0.386 -0.052 0.289
H 2.822395 -2.406817 0.130760 -0.251 0.177 -0.570
H 3.640816 -4.548580 -0.501761 -0.207 0.342 -0.240
H 3.049440 -4.410010 -2.171363 0.235 0.106 0.173
H 4.474049 -3.475690 -1.634656 -0.418 -0.072 0.197
C 3.231071 -1.561506 -3.511524 -0.751 -0.204 0.195
C 3.842936 -0.303172 -4.102249 0.444 0.236 -0.554
H 2.489092 -1.992860 -4.196314 0.286 -0.047 -0.054
H 3.990698 -2.342780 -3.322150 -0.483 0.413 0.065
H 3.924865 -0.409920 -5.183279 -0.100 0.052 -0.038
H 3.262186 0.598225 -3.896685 -0.115 0.090 -0.049
H 4.866277 -0.105755 -3.768526 -0.293 -0.102 0.189
C 3.541484 -0.187709 -1.032444 -0.208 1.456 0.381
C 5.028303 -0.572728 -0.949584 0.500 -0.535 -0.125
H 3.193517 -0.147645 -0.000639 -0.022 0.235 -0.238
H 3.463862 0.835671 -1.412343 0.032 0.036 0.021
H 5.625234 0.299270 -0.628031 -0.475 -0.249 -0.161
H 5.219354 -1.348768 -0.195951 -0.208 0.105 -0.246
H 5.465754 -0.916630 -1.890731 -0.130 0.051 0.129
Br -1.632051 -0.631966 -0.080591 1.061 -0.619 1.456
P -1.513045 -1.478083 -2.707581 -1.757 -1.308 0.107
C -0.394022 -2.939175 -2.966588 0.630 -0.180 -0.328
C -0.753696 -4.370484 -3.384946 -0.219 -0.414 -0.144
H 0.139749 -3.112504 -2.011296 -0.361 0.787 -0.332
H 0.356736 -2.581865 -3.708711 -0.432 0.083 0.516
H 0.232728 -4.842337 -3.497939 -0.259 -0.014 -0.037
H -1.251718 -4.928224 -2.587678 -0.174 0.164 -0.225
H -1.263864 -4.496560 -4.346294 -0.068 0.224 0.332
C -3.292242 -1.916754 -1.819482 0.898 0.798 0.671
C -4.195432 -3.096159 -2.061513 -0.603 -0.275 -0.644
H -3.879085 -0.971415 -1.908888 0.722 -0.478 0.034
H -2.981539 -2.030643 -0.746141 -0.192 0.028 -0.944
H -4.662964 -3.273677 -1.086725 0.167 -0.253 -0.044
H -5.042948 -2.797393 -2.685157 0.326 -0.355 -0.369
H -3.724772 -4.024639 -2.400389 -0.149 0.256 0.040
C -2.046099 -0.486598 -4.176882 0.682 -0.216 0.261
C -2.493607 -1.149397 -5.481220 0.258 0.239 -0.552
H -1.102836 0.089822 -4.482955 -0.458 0.344 -0.222
H -2.787159 0.247292 -3.832480 0.313 -0.260 0.124
H -2.795663 -0.291007 -6.095425 -0.097 -0.430 -0.129
H -1.660743 -1.638426 -6.006490 -0.368 -0.056 0.257
H -3.349010 -1.821156 -5.374718 0.207 0.055 0.127
N 0.264264 1.875502 2.189984 -0.284 -0.083 -1.431
C 1.112674 0.787661 2.419233 -0.290 0.292 -0.476
C 1.259434 0.146615 1.198977 -0.623 0.562 1.829
N 0.565929 0.847919 0.257596 -0.999 -0.424 0.576
C -0.109971 1.825864 0.873253 0.988 0.099 2.342
H 0.004877 2.683338 2.781677 0.328 -1.079 -0.014
H 1.492771 0.566555 3.408580 0.081 0.089 -0.207
H 1.692877 -0.821869 0.997714 0.074 0.330 0.134
H -0.901277 2.461993 0.484011 0.602 0.014 0.040
```
Positions in Å, forces in eV/Å.

Values from the calculation:
Total charge: +4
Electronic energy (eV): -126001.53754
ΔE to the lowest compared entry with this formula, charge and spin (eV): 3.573
E_HOMO (spin up / spin down) (Ha): -0.6943 / -0.7042
⟨S²⟩: 6.109
Multiplicity: 5

Results of the Mulliken charge analysis, in e, for atoms 1 through 6: C -0.239; C 0.522; C -0.353; C -0.372; N 0.083; C -0.414